1.
{
  "formula": "C16H28BBr15N5O2",
  "method": "ωB97M-V/def2-TZVPD",
  "total_charge": 1,
  "total_energy_ev": -1079899.7056,
  "gap_ev": 8.15,
  "lumo_energy_ha": -0.114,
  "homo_ev": -11.3,
  "species": ["C", "C", "B", "O", "N", "N", "C", "N", "C", "N", "C", "C", "C", "C", "N", "C", "C", "C", "O", "H", "H", "H", "H", "H", "H", "H", "H", "H", "H", "H", "H", "H", "H", "H", "H", "H", "H", "H", "H", "H", "H", "H", "C", "Br", "Br", "Br", "H", "C", "Br", "Br", "Br", "H", "C", "Br", "Br", "Br", "H", "C", "Br", "Br", "Br", "H", "C", "Br", "Br", "Br", "H"],
  "coordinates": [[-2.77853, -5.12988, -3.44230], [-2.22449, -4.33189, -2.25206], [-0.74002, -3.92581, -2.45090], [-0.14803, -3.72772, -3.65704], [0.13177, -3.64791, -1.23697], [1.41610, -4.12882, -1.05591], [1.88095, -3.64993, 0.08181], [1.00733, -2.86469, 0.68304], [-0.05983, -2.87134, -0.13846], [-1.15847, -2.18076, 0.10546], [-1.29929, -1.32380, 1.29311], [-0.26917, -0.19025, 1.37490], [-0.91110, 1.11818, 1.84784], [-1.58789, 1.87035, 0.70424], [-0.67302, 2.62565, -0.16307], [0.19433, 3.55244, 0.56322], [-0.07051, 1.85865, -1.16538], [1.43735, 1.86334, -1.23947], [-0.73322, 1.19445, -1.93781], [-2.10027, -5.93859, -3.72625], [-2.87204, -4.49102, -4.32006], [-3.74635, -5.56681, -3.20452], [-2.81392, -3.40562, -2.15522], [-2.33895, -4.87579, -1.30956], [0.51021, -4.34765, -3.98656], [1.85904, -4.74344, -1.71942], [2.86841, -3.88457, 0.45130], [-1.93695, -2.24739, -0.52856], [-2.31089, -0.92121, 1.23801], [-1.23421, -1.95524, 2.18120], [0.20164, -0.07251, 0.39646], [0.50522, -0.48106, 2.08619], [-1.68348, 0.88172, 2.59049], [-0.17862, 1.72759, 2.37805], [-2.36628, 2.53892, 1.07493], [-2.09407, 1.14823, 0.05703], [-0.40380, 4.01209, 1.35349], [0.53392, 4.36035, -0.08369], [1.04070, 3.05888, 1.05032], [1.73957, 1.15268, -2.00939], [1.84480, 2.83663, -1.51893], [1.89913, 1.54862, -0.30553], [5.21724, 0.31140, 0.27019], [3.74359, -0.94039, 0.46078], [6.35877, -0.17242, -1.18491], [4.51962, 2.08455, 0.07295], [5.80920, 0.28499, 1.17436], [9.06239, 2.25574, 2.05238], [9.78591, 1.85952, 0.32398], [8.27499, 4.00123, 2.11898], [7.79991, 0.90499, 2.61379], [9.87426, 2.22946, 2.76477], [2.12892, -1.41424, -4.94796], [1.22011, -0.39308, -3.60244], [2.45446, -0.38833, -6.52972], [3.74560, -2.20486, -4.25219], [1.47583, -2.23045, -5.21956], [-4.78117, 4.73253, 1.43533], [-5.61180, 3.40602, 0.32021], [-4.23478, 3.98413, 3.11751], [-3.32486, 5.60365, 0.53593], [-5.52585, 5.48621, 1.64837], [-7.74448, 2.73226, 5.79484], [-8.31544, 4.01206, 7.10252], [-7.93006, 3.41299, 4.00808], [-5.94907, 2.12651, 6.13996], [-8.39033, 1.87047, 5.87785]],
  "mulliken_charge": [-1.33, -0.36, 0.40, -0.43, 0.55, -0.14, -0.38, -0.47, 0.17, 0.14, -1.33, 0.38, -0.91, -0.06, 0.31, -1.24, 0.80, -0.46, -0.64, 0.31, 0.33, 0.38, 0.30, 0.39, 0.29, 0.17, 0.59, 0.12, 0.64, 0.24, -0.17, 0.43, 0.36, 0.50, -0.71, 0.47, 0.37, 0.36, 0.36, -0.31, 0.52, -0.05, 0.23, 0.02, 0.04, 0.05, -0.25, -0.34, 0.01, 0.01, -0.01, 0.35, -0.21, 0.15, -0.01, -0.07, 0.17, -0.36, -0.02, 0.02, -0.03, 0.36, -0.31, 0.01, 0.01, -0.04, 0.33]
}

2.
{
  "formula": "C4H4BrN",
  "method": "ωB97M-V/def2-TZVPD",
  "total_energy_ev": -75742.4122,
  "relative_energy_kj_mol": 187.9,
  "gap_ev": 10.54,
  "lumo_energy_ha": 0.016,
  "homo_ev": -10.1,
  "species": ["C", "C", "C", "C", "N", "Br", "H", "H", "H", "H"],
  "coordinates": [[-1.08953, -0.34262, 1.42418], [1.31104, 0.39643, 0.01145], [0.18388, 0.67990, -0.58019], [-1.45467, -0.13102, 0.11083], [-0.74778, -0.62724, 2.47388], [-0.05430, 1.47794, -2.23088], [2.11507, 0.97582, -0.46836], [1.29098, 0.02937, 1.05528], [-1.54185, -0.84588, -0.76008], [-2.22080, 0.60467, -0.14201]],
  "mulliken_charge": [0.51, -0.59, 0.07, -0.71, -0.44, -0.08, 0.27, 0.32, 0.32, 0.33]
}